{"formula": "C17H11NO3", "method": "wB97M-V/def2-TZVPD", "spin_multiplicity": 1, "smiles": "Cc1coc2nc3oc(=O)cc(-c4ccccc4)c3cc12", "total_energy_ha": -934.840656, "homo_ev": -8.82, "de_lowest_kcal_mol": 29.2, "species": ["C", "C", "C", "O", "C", "N", "C", "O", "C", "O", "C", "C", "C", "C", "C", "C", "C", "C", "C", "C", "C", "H", "H", "H", "H", "H", "H", "H", "H", "H", "H", "H"], "positions_angstrom": [[-2.0835, -3.1290, -1.6494], [-2.5252, -1.6651, -1.8841], [-3.5928, -1.2724, -2.5913], [-3.9156, 0.0305, -2.3691], [-2.9193, 0.5248, -1.5869], [-2.7553, 1.7601, -1.1781], [-1.6676, 2.0084, -0.5174], [-1.5003, 3.3445, -0.0874], [-0.2953, 3.6903, 0.4037], [0.0403, 4.8655, 0.5978], [0.7389, 2.7074, 0.6208], [0.5180, 1.4055, 0.5780], [1.6427, 0.4893, 1.1032], [1.4842, -0.5875, 2.0117], [2.5842, -1.3311, 2.5238], [3.8913, -1.0120, 2.0384], [4.0763, 0.0990, 1.2345], [2.9348, 0.8166, 0.8802], [-0.7235, 0.9889, -0.1745], [-0.9830, -0.2940, -0.5527], [-2.1347, -0.5397, -1.2177], [-2.7430, -3.9105, -2.1503], [-1.0243, -3.2774, -2.0097], [-2.0200, -3.1687, -0.5591], [-4.3459, -1.9802, -2.9689], [1.7090, 3.1267, 0.8992], [0.5224, -0.8098, 2.3752], [2.4159, -2.2410, 2.9628], [4.7268, -1.6356, 2.4219], [5.0714, 0.2661, 0.7573], [3.0767, 1.6824, 0.2218], [-0.2034, -0.9518, -0.1336]], "forces_ev_per_a": [[0.7, 1.0, -0.9], [-1.4, -3.8, -1.3], [-1.2, -1.7, 0.4], [-0.3, 1.3, -0.5], [-0.5, -0.5, 0.5], [-0.8, 0.9, -0.8], [0.7, 0.0, 0.9], [-0.4, -1.4, -0.5], [2.2, 3.0, -0.4], [-1.9, -1.8, -0.3], [0.5, 0.2, 0.6], [0.2, -1.7, -0.6], [-1.6, -0.8, 1.4], [1.2, -0.1, 0.0], [0.4, 3.1, -3.5], [-0.6, -0.7, 1.5], [0.2, -0.8, -0.1], [2.0, 1.7, -2.5], [0.7, 1.9, 1.5], [2.2, 0.4, 2.3], [2.1, 0.4, 0.1], [0.7, 1.2, 0.9], [-1.1, 0.1, 0.2], [-0.3, -0.8, -0.1], [0.3, 1.1, -0.4], [-0.6, -0.1, 0.3], [-1.2, -0.5, 0.2], [-0.4, -1.8, 1.7], [-0.5, 0.5, -0.7], [-1.0, 0.3, 0.7], [0.2, -0.3, 0.1], [-0.8, -0.5, -0.9]]}